Entry from the Open Molecules 2025 dataset: a molecular structure, C45H46AlGeINO3P2S2Se (wB97M-V/def2-TZVPD).

Geometry as XYZ:
```
103
C45H46AlGeINO3P2S2Se, DFT wB97M-V/def2-TZVPD
Al -1.59414 0.88451 -0.39041
N 0.22478 1.84602 -1.61515
C 0.06196 3.26656 -1.89528
C 1.02972 3.94361 -2.70991
C 0.73179 5.24241 -3.16192
C -0.49800 5.84743 -2.90681
C -1.42297 5.25999 -2.03964
C -1.13982 3.96520 -1.54017
P -2.36009 3.14771 -0.57664
C -2.04855 3.63261 1.15190
C -2.80412 3.11987 2.21467
C -2.48543 3.45100 3.52716
C -1.45929 4.33957 3.77095
C -0.82580 4.96631 2.71667
C -1.09269 4.59153 1.39089
C -4.07584 3.33611 -1.13663
C -4.67468 2.23373 -1.77976
C -6.01830 2.28770 -2.06736
C -6.78114 3.38728 -1.63363
C -6.23902 4.41411 -0.84688
C -4.85844 4.38667 -0.61954
H 0.06116 1.25900 -2.49040
H 1.13012 1.52708 -1.28235
H 1.85674 3.31557 -3.12445
H 1.40240 5.75592 -3.87399
H -0.55630 6.84592 -3.30713
H -2.32678 5.77982 -1.73554
H -3.65868 2.42845 2.02586
H -3.11045 3.15400 4.31105
H -1.30863 4.71609 4.76896
H -0.11542 5.77180 2.95222
H -0.49857 4.90932 0.53836
H -4.06752 1.35158 -1.92692
H -6.46366 1.55642 -2.75286
H -7.79627 3.42035 -1.80442
H -6.80996 5.21607 -0.40393
H -4.35205 5.17390 -0.06702
I 3.19408 0.45148 -3.13008
C 3.73793 0.31786 -1.07913
C 4.20190 1.42291 -0.53018
C 4.80872 1.46272 0.76793
C 5.04104 0.28204 1.41531
C 4.56086 -0.92925 0.84268
C 5.00898 -2.09584 1.41695
C 4.62050 -3.29376 0.93013
C 3.63935 -3.28281 -0.03997
C 3.13238 -2.16496 -0.71477
P 1.58766 -2.37359 -1.69958
C 2.28167 -2.98246 -3.26718
C 1.32312 -3.25333 -4.23629
C 1.66195 -3.73639 -5.50270
C 3.02268 -3.87095 -5.76929
C 3.99682 -3.61480 -4.78853
C 3.64877 -3.16317 -3.52909
C 0.85399 -3.94704 -1.09760
C 1.31561 -5.19365 -1.50941
C 0.72023 -6.35988 -1.02295
C -0.44977 -6.27371 -0.24891
C -0.96647 -5.04633 0.05910
C -0.29300 -3.91405 -0.32619
C 3.78322 -0.94019 -0.34996
H 4.21928 2.37466 -1.05919
H 5.15712 2.48612 1.03352
H 5.55438 0.13385 2.32128
H 5.74308 -2.06236 2.21550
H 4.92606 -4.28122 1.35660
H 3.11526 -4.23434 -0.24640
H 0.26325 -3.22205 -3.96544
H 0.92547 -3.80010 -6.31743
H 3.32105 -4.07797 -6.77081
H 5.00822 -3.73995 -5.07105
H 4.49661 -3.01974 -2.86058
H 2.30029 -5.23451 -2.03417
H 1.14730 -7.36127 -1.16082
H -0.87801 -7.13766 0.22727
H -1.93466 -4.87190 0.53463
H -0.72659 -3.03311 0.09411
C 1.38121 -2.21632 3.49809
Ge -0.36260 -1.76236 4.08175
C -0.40357 -0.44554 5.60295
C -1.77954 -3.11409 4.13461
C -1.14797 -0.94648 2.42206
Se 0.02128 0.17898 1.31882
C 0.44519 1.59333 2.50558
H 2.01250 -1.31979 3.27333
H 1.13995 -2.89007 2.66958
H 1.95145 -2.86084 4.08957
H -1.37836 -0.05975 5.75482
H 0.34295 0.40610 5.44666
H 0.01888 -0.95636 6.45160
H -1.80150 -3.68618 5.01435
H -1.59686 -3.76829 3.27295
H -2.69823 -2.59024 4.11654
H -2.17086 -0.48543 2.45691
H -1.25435 -1.78442 1.76270
H 1.07145 1.15363 3.30135
H -0.41545 1.97517 3.04250
H 0.91165 2.41007 1.97951
O -4.77409 -0.94176 -1.02167
S -3.45752 -1.07623 -0.48954
O -3.12444 0.17839 0.34693
O -3.11180 -2.29151 0.21005
S -1.94571 -0.85053 -1.80920
```

Summary:
- gap between HOMO and LUMO (eV) = 7.39
- relative energy (zero: lowest compared OMol25 entry of this formula, charge and spin) (kcal/mol) = 32.75
- net charge = +1
- F_max (eV/Å) = 2.91

Löwdin atomic charge list, values in e, 2 entries: -0.236, 0.024